Arrangement 1

Entry from the OMol25 dataset: a molecular structure, C7H10O (wB97M-V/def2-TZVPD).

Cartesian coordinates (Å):
C: -0.31738 0.92986 -0.18354
C: 0.75493 0.38490 0.51923
C: -1.07857 2.13325 0.31406
C: 1.98054 -0.19844 -0.09521
C: -1.39556 -0.58830 0.43954
C: -0.61108 -1.64408 0.10461
C: -0.31055 -2.55046 -0.79327
O: -2.28843 -0.26928 1.16619
H: -0.27609 0.82634 -1.26512
H: 0.78224 0.54921 1.59247
H: -2.11999 2.08989 -0.00507
H: -1.07447 2.17783 1.40233
H: -0.63335 3.04761 -0.08548
H: 2.76477 0.57013 -0.09951
H: 1.80579 -0.50973 -1.12383
H: 2.35668 -1.04845 0.47451
H: -0.84331 -2.65130 -1.73607
H: 0.50384 -3.24898 -0.62583

Results
- LUMO (spin up / spin down) (eV) = 0.2 / 0.2
- E_HOMO (spin up / spin down) (eV) = -8.35 / -8.35
- HOMO-LUMO gap (spin up / spin down) (eV) = 8.54 / 8.54

=====

Arrangement 2

Entry from the OMol25 dataset: a molecular structure, C7H10O (wB97M-V/def2-TZVPD).

Cartesian coordinates (Å):
C: 0.74605 -0.88495 1.27144
C: -1.65074 -1.05007 -0.11192
C: -1.00173 -0.01876 0.80686
C: 1.32719 -0.07777 0.30986
C: -0.27005 1.13698 0.02686
C: 2.31315 0.11369 -0.53387
C: -0.44668 1.42659 -1.28824
O: -1.58478 0.36023 1.83862
H: 0.70986 -1.95695 1.11430
H: 0.83504 -0.57525 2.30592
H: -0.02214 1.95673 0.69703
H: -2.48693 -0.57189 -0.62660
H: -2.03023 -1.86923 0.49577
H: -0.94690 -1.43448 -0.84955
H: 3.24394 -0.42482 -0.39451
H: 2.24754 0.79437 -1.36978
H: -0.14808 2.37959 -1.70684
H: -0.83451 0.69598 -1.98534

Results
- LUMO (spin up / spin down) (eV) = -0.8 / -0.8
- E_HOMO (spin up / spin down) (eV) = -8.34 / -8.34
- HOMO-LUMO gap (spin up / spin down) (eV) = 7.50 / 7.50

=====

Energies relative to the most stable structure, in kJ/mol: arrangement 1 0.0; arrangement 2 132.2.

=====

Arrangement 1

Entry from the OMol25 dataset: a gas-phase ion, C4H8N (charge +1) (wB97M-V/def2-TZVPD).

Cartesian coordinates (Å):
C: -1.25932 0.16686 -1.32575
C: -0.40097 -0.09128 -0.12752
C: -1.00364 -0.50754 1.05769
C: 1.81450 0.24573 0.71308
N: 0.86846 0.20106 -0.46708
H: -1.23969 1.26486 -1.56247
H: -2.32364 -0.04696 -1.09238
H: -0.94593 -0.46159 -2.12559
H: -0.71672 -0.87100 2.09481
H: -2.04538 -0.80071 0.93568
H: 2.24749 -0.78573 1.00286
H: 1.35466 0.62379 1.66563
H: 2.68658 0.78729 0.44602

Results
- LUMO (eV) = -8.7
- net charge = +1
- E_HOMO (eV) = -16.49
- HOMO-LUMO gap (eV) = 7.75

=====

Arrangement 2

Entry from the OMol25 dataset: a molecular structure, C4H8N (wB97M-V/def2-TZVPD).

Cartesian coordinates (Å):
C: 0.90740 -1.01617 1.05205
C: -0.16953 -1.22980 0.38611
C: 1.14984 0.31273 0.39806
C: -1.13944 0.90308 -0.73138
N: -0.10268 0.01581 -0.47546
H: 1.34973 -1.47155 1.96227
H: -0.80905 -2.03114 0.33282
H: 0.88157 1.09800 1.10151
H: 2.10323 0.40768 0.00247
H: -2.01558 0.25625 -1.16892
H: -1.45945 1.39941 0.08432
H: -0.87292 1.60572 -1.48244
H: 0.17687 -0.25003 -1.46140

Results
- LUMO (eV) = -3.5
- net charge = +1
- E_HOMO (eV) = -15.76
- HOMO-LUMO gap (eV) = 12.29

=====

Energies relative to the most stable structure, in kJ/mol: arrangement 1 195.4; arrangement 2 0.0.